Formula: C3H4N2OS
Source: the OMol25 dataset
Level of theory: the ωB97M-V functional and the def2-TZVPD basis

```
11
C3H4N2OS (the ωB97M-V functional and the def2-TZVPD basis)
C -0.7439 0.5487 0.0704
N 0.4017 0.0056 -0.5780
N 1.2357 -0.7341 0.1672
C 2.1930 -1.2058 -0.5711
S 2.1737 -0.7720 -2.2230
C 0.6641 0.1348 -1.8886
O 0.0760 0.8810 -2.7738
H -1.3463 1.0368 -0.7282
H -1.1189 -0.1805 0.7961
H -0.5135 1.5990 0.5475
H 3.1195 -1.5427 -0.2060
```

HOMO: -0.3356 Eh
structure (SMILES): Cn1ncsc1=O
Kohn-Sham gap: 9.73 eV

Formula: C3H4N2OS
Source: the OMol25 dataset
Level of theory: the ωB97M-V functional and the def2-TZVPD basis

```
11
C3H4N2OS (the ωB97M-V functional and the def2-TZVPD basis)
C -2.5335 1.6994 0.0457
C -2.4118 0.3381 -0.0269
C 0.4167 0.6493 -0.0425
N -2.6150 2.8446 0.0818
N -0.6583 -0.1478 -0.7069
O -2.9871 -2.1978 -0.1695
S -3.5149 -0.8431 0.0534
H 0.6837 1.6114 -0.5191
H 0.3683 0.6930 1.0879
H 1.3853 0.2612 -0.2782
H -0.8097 -1.1807 -0.4267
```

HOMO (alpha / beta): -0.2667 / -0.3512 Eh
⟨S²⟩: 2.02
Kohn-Sham gap (alpha / beta): 6.36 / 5.98 eV
spin multiplicity: 3

Formula: C3H4N2OS
Source: the OMol25 dataset
Level of theory: the ωB97M-V functional and the def2-TZVPD basis

```
11
C3H4N2OS (the ωB97M-V functional and the def2-TZVPD basis)
C 1.0158 1.2494 0.0411
C -0.0810 0.7616 0.5039
C -0.1466 -0.5617 1.2814
N -1.3160 0.3567 -2.2543
N -0.6383 -0.5334 -2.3168
O 2.0680 1.7042 -0.1989
S 0.4577 -1.6071 -2.1957
H -1.0330 1.3273 0.6276
H -0.5350 -0.2110 2.3482
H 0.9596 -1.0488 1.3747
H -0.7514 -1.4372 0.7889
```

HOMO (alpha / beta): -0.2080 / -0.3749 Eh
⟨S²⟩: 2.01
Kohn-Sham gap (alpha / beta): 5.99 / 8.16 eV
spin multiplicity: 3

Formula: C3H4N2OS2
Source: the OMol25 dataset
Level of theory: the ωB97M-V functional and the def2-TZVPD basis

```
12
C3H4N2OS2 (the ωB97M-V functional and the def2-TZVPD basis)
O 1.2692 0.3971 2.0082
C 0.4967 0.1557 0.9508
N -0.7164 -0.4439 1.1221
C -1.3641 -0.5430 -0.0358
S -2.4059 -1.7179 -0.5670
N -0.5175 0.0865 -1.0146
C 0.7330 0.5588 -0.3528
S 2.2353 1.4392 -0.7419
H 2.0795 0.9385 1.7661
H -0.9950 -0.8048 2.0842
H -0.6134 0.0790 -2.0690
H 1.5499 2.5431 -1.0311
```

HOMO: -0.2751 Eh
structure (SMILES): Oc1[nH]c(=S)[nH]c1S
Kohn-Sham gap: 7.76 eV

Formula: C3H4N2OSi
Source: the OMol25 dataset
Level of theory: the ωB97M-V functional and the def2-TZVPD basis

```
11
C3H4N2OSi (the ωB97M-V functional and the def2-TZVPD basis)
N -2.5631 1.7651 -0.4784
C -1.8212 0.8783 -0.6150
C -0.7986 -0.2193 -0.7508
C -1.1733 -1.3223 0.1128
N -1.5724 -2.2626 0.6432
O 0.4345 0.3402 -0.3008
Si 1.7091 0.3235 0.6321
H -0.7293 -0.4419 -1.8685
H 2.2736 -0.9560 0.5882
H 1.4923 0.6361 2.0103
H 2.7485 1.2589 0.0268
```

HOMO: -0.4300 Eh
structure (SMILES): N#CC(C#N)O[SiH3]
Kohn-Sham gap: 11.83 eV

Formula: C3H4N2S
Source: the OMol25 dataset
Level of theory: the ωB97M-V functional and the def2-TZVPD basis

```
10
C3H4N2S (the ωB97M-V functional and the def2-TZVPD basis)
C 1.8695 -0.5616 -0.7782
C 1.2433 0.4144 0.1961
C -0.2679 0.5285 -0.0069
N 3.1227 -0.6882 -0.7641
N 1.9135 1.1910 0.9319
S 4.0738 0.0839 0.1904
H 1.2951 -1.1237 -1.3682
H -0.4607 0.6670 -1.0952
H -0.4295 -0.5435 0.2176
H -0.7162 1.2337 0.6510
```

HOMO: -0.3370 Eh
Kohn-Sham gap: 7.99 eV

Formula: C3H4N2S
Source: the OMol25 dataset
Level of theory: the ωB97M-V functional and the def2-TZVPD basis

```
10
C3H4N2S (the ωB97M-V functional and the def2-TZVPD basis)
S -2.6541 -0.1769 -0.2005
C -1.0109 -0.1432 0.0088
C -0.0134 1.0634 0.0021
C 1.3589 0.1827 -0.2687
N 1.0363 -1.0855 -0.2432
N -0.3498 -1.3172 -0.0473
H 0.0841 1.2617 1.1731
H -0.1130 2.1079 -0.6644
H 2.2479 0.5110 -0.2482
H -0.5859 -2.4038 0.4885
```

HOMO: -0.3084 Eh
structure (SMILES): S=C1CC=NN1
Kohn-Sham gap: 8.46 eV

Formula: C3H4N2S
Source: the OMol25 dataset
Level of theory: the ωB97M-V functional and the def2-TZVPD basis

```
10
C3H4N2S (the ωB97M-V functional and the def2-TZVPD basis)
C -0.3535 0.0129 -1.1793
N 0.2295 1.1488 -1.0741
N 0.6049 1.5892 0.1885
C 1.0204 0.7384 1.0430
S 0.8083 -1.0128 1.0075
C -0.6904 -0.8854 -0.0128
H -0.5978 -0.3359 -2.1678
H 1.4281 1.1381 1.9785
H -0.9542 -1.8687 -0.3920
H -1.4953 -0.5247 0.6084
```

HOMO: -0.3440 Eh
structure (SMILES): C1=NN=CSC1
Kohn-Sham gap: 9.66 eV

Formula: C3H4N2S
Source: the OMol25 dataset
Level of theory: the ωB97M-V functional and the def2-TZVPD basis

```
10
C3H4N2S (the ωB97M-V functional and the def2-TZVPD basis)
C -0.1206 0.5024 0.3734
C 0.2979 -0.4397 1.1326
C -1.2195 1.1265 -1.9934
N 1.6549 -2.3562 2.1892
N -0.4376 1.4516 -0.3138
S 1.3553 -0.7917 2.2777
H -2.3249 0.8942 -1.9488
H -0.8528 2.0604 -2.4519
H -0.6476 0.3196 -2.1580
H 2.2948 -2.7670 2.8929
```

HOMO (alpha / beta): -0.3079 / -0.3116 Eh
Kohn-Sham gap (alpha / beta): 7.70 / 7.71 eV

Formula: C3H4N2S
Source: the OMol25 dataset
Level of theory: the ωB97M-V functional and the def2-TZVPD basis

```
10
C3H4N2S (the ωB97M-V functional and the def2-TZVPD basis)
C -2.5033 -0.4234 -0.1395
N -1.4972 0.3532 -0.0528
S -0.0481 -0.6809 0.1532
C 1.2885 0.5281 0.1504
C 2.5041 -0.2158 -0.0431
N 3.5552 -0.5803 -0.1806
H -3.3184 0.1972 -0.4268
H -2.5342 -1.5273 0.1309
H 1.3332 1.0657 1.0705
H 1.2202 1.2835 -0.6622
```

HOMO: -0.3424 Eh
structure (SMILES): C=NSCC#N
Kohn-Sham gap: 9.98 eV

Formula: C3H4N2S2
Source: the OMol25 dataset
Level of theory: the ωB97M-V functional and the def2-TZVPD basis

```
11
C3H4N2S2 (the ωB97M-V functional and the def2-TZVPD basis)
C -0.5388 -0.0020 0.2909
C -0.0092 1.3169 -0.0512
C 0.7361 -0.7757 -0.1089
H -3.4616 -1.1197 1.1242
H -0.4951 -0.0573 1.4503
H -0.7888 2.0367 -0.1212
H 2.7705 -0.0289 -0.6170
N 1.1364 1.4958 -0.5646
N 1.6343 0.2078 -0.4773
S -1.9815 -0.7278 -0.6621
S 0.9976 -2.3459 -0.2631
```

HOMO: -0.3196 Eh
Kohn-Sham gap: 6.05 eV

Formula: C3H4N2S2
Source: the OMol25 dataset
Level of theory: the ωB97M-V functional and the def2-TZVPD basis

```
11
C3H4N2S2 (the ωB97M-V functional and the def2-TZVPD basis)
S -1.5424 -1.5428 -2.1410
C -0.2848 -1.3028 -1.0854
C 0.7264 -0.1770 -1.2072
N 1.1986 0.7413 -0.4036
N 0.7163 0.7714 0.8543
C -0.5663 0.8497 1.2743
S -0.9699 0.8826 2.8642
H -0.2702 -1.7208 -0.0491
H 1.1148 -0.2450 -2.2581
H 1.2013 1.0023 1.6909
H -1.3236 0.7412 0.4608
```

HOMO: -0.3272 Eh
structure (SMILES): S=C/C=N\NC=S
Kohn-Sham gap: 7.10 eV

Formula: C3H4N2S2
Source: the OMol25 dataset
Level of theory: the ωB97M-V functional and the def2-TZVPD basis

```
11
C3H4N2S2 (the ωB97M-V functional and the def2-TZVPD basis)
S 0.8487 -2.6347 0.6044
S 2.1303 -1.4326 -0.4256
C 1.0284 0.1044 -0.4034
C 0.1444 0.5004 -1.3229
C -0.4831 1.6057 -0.6779
N 0.0179 1.7772 0.5044
N 0.9575 0.8852 0.6603
H 1.0308 -2.7485 1.9653
H -0.1296 0.1903 -2.3333
H -1.4516 2.0877 -1.0285
H 1.4745 0.7194 1.5632
```

HOMO: -0.3457 Eh
structure (SMILES): SSc1ccn[nH]1
Kohn-Sham gap: 9.56 eV

Formula: C3H4N2S2
Source: the OMol25 dataset
Level of theory: the ωB97M-V functional and the def2-TZVPD basis

```
11
C3H4N2S2 (the ωB97M-V functional and the def2-TZVPD basis)
N -2.8513 -1.2032 -0.7238
C -2.1900 -0.3741 -0.2814
C -1.4059 0.7272 0.2960
S 0.2434 0.8102 -0.4094
C 0.8742 -0.7509 0.1609
N 2.0887 -1.0888 0.1228
S 3.3946 -0.1468 -0.3687
H -1.3775 0.7085 1.3603
H -1.8226 1.6908 0.0789
H 0.1614 -1.4367 0.6147
H 2.8851 1.0639 -0.8504
```

HOMO: -0.3345 Eh
structure (SMILES): N#CCS/C=N\S
Kohn-Sham gap: 9.44 eV

Formula: C3H4N2S3
Source: the OMol25 dataset
Level of theory: the ωB97M-V functional and the def2-TZVPD basis

```
12
C3H4N2S3 (the ωB97M-V functional and the def2-TZVPD basis)
C 2.8189 0.6821 -0.0340
C -0.5904 0.6573 0.3912
C 1.6551 -1.6050 -0.2905
N 1.5424 0.9894 0.0440
N 0.5341 0.0656 0.4074
S 4.0688 1.7957 -0.1027
S 3.1850 -1.0775 0.1993
S 1.3153 -3.2571 -0.0286
H -1.4027 0.0155 0.6639
H -0.8313 1.6647 0.2088
H 1.4124 1.9535 0.0811
H -0.0324 -3.0556 -0.0425
```

HOMO: -0.2848 Eh
Kohn-Sham gap: 7.56 eV

Formula: C3H4N3
Source: the OMol25 dataset
Level of theory: the ωB97M-V functional and the def2-TZVPD basis

```
10
C3H4N3 (the ωB97M-V functional and the def2-TZVPD basis)
C -1.8295 0.5225 0.3691
C -0.0611 0.1990 -0.5370
C 1.2534 -0.0864 0.3138
N -1.9927 -0.7928 0.1099
N -0.9187 -1.0485 -0.4301
N -0.8928 1.2442 0.0721
H 0.0640 0.3971 -1.5659
H 2.0507 0.4600 -0.2326
H 1.4498 -1.2386 0.6234
H 0.8770 0.3434 1.2774
```

HOMO (alpha / beta): -0.6273 / -0.6274 Eh
net charge: +1
Kohn-Sham gap (alpha / beta): 7.84 / 7.84 eV

Formula: C3H4N3
Source: the OMol25 dataset
Level of theory: the ωB97M-V functional and the def2-TZVPD basis

```
10
C3H4N3 (the ωB97M-V functional and the def2-TZVPD basis)
C 0.6870 -1.1781 0.0198
N 1.7130 -0.5982 -0.0012
N 1.7202 0.8423 -0.0974
C 0.5121 1.2004 -0.1098
N -0.6271 0.4830 0.0095
C -0.7102 -0.9752 -0.1621
H 0.3996 2.3554 0.0452
H -1.1857 0.9002 0.7244
H -1.0315 -1.5947 -1.0153
H -1.4774 -1.4350 0.5868
```

HOMO: -0.5786 Eh
structure (SMILES): C1#[N+]N=CNC1
net charge: +1
Kohn-Sham gap: 8.50 eV

Formula: C3H4N3O2
Source: the OMol25 dataset
Level of theory: the ωB97M-V functional and the def2-TZVPD basis

```
12
C3H4N3O2 (the ωB97M-V functional and the def2-TZVPD basis)
N -0.9385 -1.1623 0.0612
C 0.3020 -0.4865 0.4622
N 0.1740 0.9208 0.2639
N 1.4535 1.3081 0.0197
C 2.3771 0.2393 0.0546
O 3.5745 0.4181 -0.1707
C 1.6407 -1.0168 0.1406
O 2.1922 -2.1107 0.1563
H -1.3391 -0.6478 -0.7021
H -0.6634 -2.1284 -0.1838
H -0.3161 1.0545 -0.6259
H 1.7722 2.2507 0.2574
```

HOMO (alpha / beta): -0.0793 / -0.0793 Eh
structure (SMILES): Nc1[nH][nH]c(=O)c1[O-]
net charge: -1
Kohn-Sham gap (alpha / beta): 6.46 / 6.46 eV

Formula: C3H4N3S
Source: the OMol25 dataset
Level of theory: the ωB97M-V functional and the def2-TZVPD basis

```
11
C3H4N3S (the ωB97M-V functional and the def2-TZVPD basis)
C 1.6363 0.1565 0.0528
C -0.4721 -0.2303 0.2193
C -0.1434 -0.4718 -1.0986
N 0.6452 0.0484 0.9510
N 1.1682 -0.1917 -1.1993
N -1.7562 -0.3118 0.8675
S -1.7403 -0.4891 -3.3595
H 2.7428 0.2095 0.3512
H 1.9040 -0.4172 -1.9549
H -2.0601 -1.3195 1.1287
H -1.8783 0.2305 1.7042
```

HOMO (alpha / beta): -0.1278 / -0.1275 Eh
net charge: -1
Kohn-Sham gap (alpha / beta): 6.82 / 6.83 eV

Formula: C3H4N4
Source: the OMol25 dataset
Level of theory: the ωB97M-V functional and the def2-TZVPD basis

```
11
C3H4N4 (the ωB97M-V functional and the def2-TZVPD basis)
N 2.2771 -0.0061 -0.0765
C 0.8998 0.0054 -0.0010
C 0.1302 1.1728 0.0110
N -1.1943 1.1362 -0.0101
N -1.8480 -0.0078 -0.0109
N -1.1919 -1.1410 0.0160
C 0.1399 -1.1551 0.0076
H 2.7499 0.8347 0.2413
H 2.7501 -0.8561 0.1490
H 0.6019 2.1616 0.0619
H 0.5784 -2.1480 0.0132
```

HOMO: -0.3526 Eh
structure (SMILES): Nc1cnnnc1
Kohn-Sham gap: 10.16 eV

What did we get for energy above the lowest of the compared OMol25 structures with the same formula, charge and spin? Answer: 147.32; 369.44; 247.50; 117.42; 0.00; 329.56; 379.91; 196.22; 562.67; 223.78; 613.81; 337.00; 154.97; 177.31; 419.23; 445.12; 251.25; 178.60; 344.95; 237.64 kJ/mol, in the order shown.
What did we get for max |F|? Answer: 5.62; 2.65; 5.22; 4.93; 3.62; 3.92; 11.49; 0.99; 4.85; 3.71; 5.40; 2.89; 5.03; 1.07; 3.47; 5.85; 3.97; 4.34; 3.93; 0.93 eV Å⁻¹, in the order shown.
What did we get for energy? Answer: -699.6160; -699.3959; -699.4424; -1097.8098; -590.9048; -624.3003; -624.2811; -624.3511; -624.2115; -624.3406; -1022.3819; -1022.4873; -1022.5566; -1022.5481; -1420.6141; -280.4595; -280.5334; -431.4462; -679.0873; -335.6828 a.u., in the order shown.